# 1
C39H28N2O8P2S2Sc | ωB97M-V/def2-TZVPD

Geometry as XYZ:
```
82
Properties=species:S:1:pos:R:3:lowdin_charge:R:1
Sc -0.809 -1.311 -0.093 0.87
S 1.307 -2.393 -1.203 0.35
P 1.578 -0.424 -1.613 0.41
C 0.560 0.531 -0.672 -0.61
P 1.173 1.395 0.645 0.37
S 1.893 0.469 2.272 0.23
C -0.170 2.529 1.186 -0.33
C -0.198 3.055 2.473 -0.11
C -1.169 3.978 2.836 -0.09
C -2.122 4.386 1.915 -0.11
C -2.111 3.856 0.631 -0.10
C -1.143 2.932 0.271 -0.10
C 2.396 2.642 0.072 -0.32
C 2.094 3.412 -1.051 -0.09
C 2.989 4.358 -1.519 -0.09
C 4.208 4.538 -0.872 -0.11
C 4.516 3.769 0.238 -0.10
C 3.611 2.828 0.711 -0.11
C 3.356 -0.023 -1.534 -0.33
C 4.165 -0.655 -0.597 -0.11
C 5.500 -0.300 -0.475 -0.08
C 6.035 0.691 -1.284 -0.10
C 5.230 1.333 -2.217 -0.09
C 3.898 0.975 -2.342 -0.09
C 1.212 -0.205 -3.385 -0.34
C 1.849 -0.984 -4.347 -0.10
C 1.573 -0.797 -5.689 -0.09
C 0.645 0.163 -6.082 -0.10
C -0.003 0.929 -5.128 -0.08
C 0.284 0.747 -3.781 -0.08
H 0.551 2.725 3.183 0.07
H -1.179 4.382 3.841 0.10
H -2.879 5.109 2.198 0.10
H -2.863 4.155 -0.090 0.10
H -1.136 2.481 -0.715 0.09
H 1.157 3.252 -1.572 0.10
H 2.742 4.950 -2.392 0.10
H 4.917 5.270 -1.241 0.09
H 5.470 3.895 0.738 0.10
H 3.839 2.218 1.578 0.06
H 3.739 -1.419 0.042 0.08
H 6.121 -0.797 0.261 0.10
H 7.077 0.970 -1.183 0.10
H 5.638 2.117 -2.843 0.10
H 3.274 1.482 -3.068 0.11
H 2.556 -1.747 -4.041 0.10
H 2.073 -1.406 -6.433 0.10
H 0.423 0.301 -7.134 0.09
H -0.742 1.662 -5.426 0.10
H -0.217 1.323 -3.011 0.09
O -1.594 0.264 3.944 0.16
C -1.657 -0.161 2.694 -0.45
O -0.962 -1.055 2.265 0.03
C -2.664 0.502 1.822 -0.17
C -3.701 1.325 2.210 0.03
C -4.599 1.717 1.218 -0.03
C -4.440 1.276 -0.082 0.03
C -3.350 0.462 -0.377 -0.15
N -2.494 0.121 0.563 0.10
C -3.043 -0.163 -1.738 -0.57
O -3.738 0.121 -2.695 0.07
O -2.034 -0.958 -1.696 -0.10
H -0.816 -0.156 4.346 0.14
H -3.808 1.639 3.238 0.12
H -5.430 2.362 1.476 0.11
H -5.125 1.531 -0.879 0.12
O -3.089 -2.616 0.796 0.03
C -2.192 -3.451 0.968 -0.60
O -1.009 -3.334 0.510 -0.15
C -2.462 -4.677 1.809 -0.10
C -1.419 -5.512 2.188 0.01
C -1.668 -6.619 2.985 0.01
C -2.974 -6.858 3.373 -0.15
C -4.037 -6.050 3.009 0.01
C -3.765 -4.946 2.219 0.01
N -3.249 -8.039 4.224 -0.36
O -2.307 -8.720 4.575 0.07
O -4.396 -8.231 4.575 0.06
H -0.419 -5.280 1.850 0.13
H -0.880 -7.284 3.303 0.12
H -5.037 -6.288 3.338 0.11
H -4.549 -4.269 1.908 0.12
```

M: 823.70 g/mol
DFT total energy: -4454.5404 Ha
HOMO-LUMO gap: 5.878 eV
net charge: -1
spin multiplicity: 1

# 2
C4H5N3 | ωB97M-V/def2-TZVPD

Geometry as XYZ:
```
12
Properties=species:S:1:pos:R:3:lowdin_charge:R:1
H -2.101 0.269 -1.716 0.00
N -1.211 0.613 -1.971 0.12
C -0.415 0.443 -0.920 -0.53
N 0.839 0.922 -0.903 0.12
C -0.816 -0.289 0.288 -0.03
C -0.029 -0.599 1.385 -0.09
C 1.366 -0.520 1.591 -0.25
N 2.534 -0.588 1.751 0.17
H 1.225 1.098 -1.862 0.14
H 1.247 0.135 -0.331 0.07
H -1.886 -0.361 0.501 0.11
H -0.754 -1.122 2.186 0.16
```

structure (SMILES): [H]/N=C(N)\C=C/C#N
M: 95.11 g/mol
DFT total energy: -319.6178 Ha
HOMO-LUMO gap: 8.797 eV
net charge: 0
spin multiplicity: 1

# 3
AsMnS4Se4 | ωB97M-V/def2-TZVPD

Geometry as XYZ:
```
10
Properties=species:S:1:pos:R:3:lowdin_charge:R:1
Mn -0.024 -0.024 -0.054 -0.81
S 2.800 2.800 1.754 -0.26
As 2.031 2.031 -0.038 -0.62
S 2.152 -0.132 -0.082 0.01
S -0.132 2.152 -0.082 0.01
S 2.882 2.882 -1.756 -0.26
Se -2.219 0.108 -0.006 0.07
Se -3.564 -1.879 0.003 -0.10
Se -1.879 -3.564 0.003 -0.10
Se 0.108 -2.219 -0.006 0.07
```

M: 573.97 g/mol
DFT total energy: -14585.3871 Ha
HOMO-LUMO gap (alpha / beta): 5.227 / 3.613 eV
net charge: -2
spin multiplicity: 5

# 4
C14H29N6O3 | ωB97M-V/def2-TZVPD

Geometry as XYZ:
```
52
Properties=species:S:1:pos:R:3:lowdin_charge:R:1
C -1.882 3.680 3.765 -0.03
N -1.346 2.370 3.354 0.03
C -1.164 1.915 2.102 -0.43
O -1.557 2.523 1.081 0.02
C -0.510 0.530 1.952 -0.19
C -1.621 -0.521 2.155 -0.11
C -2.971 -0.367 1.414 -0.15
C -3.056 -0.979 -0.005 -0.15
N -2.035 -0.643 -1.002 0.10
C -1.963 0.481 -1.726 -0.48
N -1.109 0.534 -2.711 0.21
N -2.729 1.528 -1.486 0.23
N 0.216 0.310 0.681 0.13
C 1.111 -0.693 0.497 -0.42
O 1.285 -1.569 1.353 0.06
C 1.952 -0.728 -0.804 -0.18
N 2.006 -2.128 -1.288 0.14
C 1.059 -2.676 -2.029 -0.52
C 1.155 -4.135 -2.410 0.03
O 0.069 -2.067 -2.389 0.00
C 3.357 -0.124 -0.607 -0.37
C 4.022 -0.007 -1.984 -0.08
C 3.417 1.270 0.019 -0.06
H -2.925 3.754 3.500 0.08
H -1.242 4.442 3.348 0.09
H -1.805 3.738 4.869 0.10
H -0.919 1.803 4.063 0.14
H 0.254 0.405 2.712 0.15
H -1.788 -0.530 3.220 0.12
H -1.224 -1.485 1.888 0.11
H -3.688 -0.986 1.956 0.12
H -3.393 0.646 1.454 0.10
H -4.031 -0.704 -0.432 0.13
H -3.087 -2.050 0.106 0.12
H -1.356 -1.399 -1.281 0.14
H -1.079 1.336 -3.330 0.14
H -0.563 -0.308 -2.927 0.10
H -2.473 2.441 -1.890 0.15
H -3.246 1.511 -0.634 0.09
H 0.082 0.998 -0.019 0.11
H 1.437 -0.141 -1.553 0.13
H 2.749 -2.697 -0.911 0.16
H 0.209 -4.460 -2.834 0.09
H 1.481 -4.780 -1.577 0.10
H 1.908 -4.207 -3.182 0.09
H 3.987 -0.777 0.041 0.16
H 3.468 0.642 -2.665 0.08
H 4.146 -0.986 -2.470 0.08
H 5.025 0.452 -1.905 0.09
H 3.035 1.248 1.040 0.08
H 4.458 1.590 0.078 0.09
H 2.875 1.999 -0.596 0.09
```

structure (SMILES): CNC(=O)[C@@H](CCCNC(N)=[NH2+])NC(=O)[C@H](NC(C)=O)C(C)C
M: 329.42 g/mol
DFT total energy: -1105.0229 Ha
HOMO-LUMO gap: 10.343 eV
net charge: +1
spin multiplicity: 1

# 5
C27H72O27S9 | ωB97M-V/def2-TZVPD

Geometry as XYZ:
```
135
Properties=species:S:1:pos:R:3:lowdin_charge:R:1
C 16.326 -28.523 11.620 -0.07
C 17.499 -28.806 10.698 -0.28
O 18.494 -27.806 10.677 -0.24
S 18.129 -26.490 9.721 0.69
C 18.731 -27.074 8.039 -0.08
O 16.701 -26.212 9.680 -0.30
O 19.074 -25.491 10.187 -0.29
H 15.842 -29.492 11.738 0.08
H 15.617 -27.702 11.503 0.06
H 16.714 -28.436 12.635 0.06
H 17.964 -29.729 11.045 0.13
H 17.162 -28.953 9.672 0.08
H 19.813 -27.197 8.002 0.07
H 18.393 -26.470 7.197 0.07
H 18.222 -28.030 7.915 0.03
C 10.714 -25.984 12.007 -0.05
C 11.830 -26.804 12.705 -0.23
O 13.145 -26.394 12.233 -0.27
S 13.575 -24.807 12.371 0.62
C 15.348 -25.086 12.754 -0.09
O 13.413 -24.215 11.067 -0.28
O 12.966 -24.189 13.513 -0.30
H 10.875 -24.907 11.970 0.05
H 9.845 -26.162 12.641 0.07
H 10.467 -26.358 11.013 0.06
H 11.668 -26.554 13.754 0.07
H 11.727 -27.887 12.760 0.13
H 15.829 -25.422 11.836 0.05
H 15.296 -25.835 13.544 0.06
H 15.738 -24.167 13.191 0.06
C 14.384 -20.259 12.797 -0.06
C 13.096 -20.994 12.553 -0.27
O 12.078 -20.197 13.229 -0.30
S 10.422 -20.427 12.925 0.66
C 10.275 -22.190 13.537 -0.09
O 9.610 -19.535 13.709 -0.29
O 10.232 -20.433 11.499 -0.30
H 14.532 -20.276 13.877 0.09
H 14.203 -19.253 12.420 0.09
H 15.181 -20.706 12.202 0.07
H 12.854 -20.987 11.490 0.13
H 13.139 -21.902 13.155 0.09
H 9.206 -22.271 13.735 0.06
H 10.834 -22.378 14.453 0.07
H 10.601 -22.726 12.646 0.04
C 17.698 -22.544 11.814 -0.06
C 18.546 -23.328 12.818 -0.22
O 19.946 -23.233 12.356 -0.29
S 21.093 -22.383 13.151 0.66
C 21.830 -23.843 14.051 -0.09
O 21.979 -21.801 12.175 -0.28
O 20.555 -21.535 14.238 -0.33
H 17.680 -23.039 10.843 0.08
H 17.931 -21.480 11.755 0.09
H 16.651 -22.503 12.116 0.04
H 18.527 -22.843 13.794 0.11
H 18.172 -24.345 12.703 0.08
H 20.998 -24.441 14.423 0.04
H 22.533 -23.469 14.795 0.07
H 22.363 -24.365 13.256 0.06
C 12.801 -26.004 8.123 -0.04
C 13.970 -26.891 7.670 -0.25
O 13.594 -28.266 7.381 -0.28
S 14.785 -29.440 7.221 0.66
C 14.572 -30.100 8.827 -0.13
O 14.359 -30.397 6.208 -0.28
O 16.045 -28.738 7.069 -0.30
H 12.392 -25.472 7.264 0.08
H 13.104 -25.293 8.892 0.06
H 11.951 -26.593 8.466 0.05
H 14.488 -26.343 6.883 0.12
H 14.670 -26.895 8.506 0.08
H 13.695 -30.742 8.745 0.07
H 14.389 -29.369 9.615 0.07
H 15.399 -30.725 9.166 0.08
C 6.189 -27.425 7.074 -0.08
C 7.398 -28.241 6.919 -0.24
O 7.849 -29.044 8.075 -0.25
S 9.167 -28.579 8.873 0.61
C 10.332 -29.614 8.041 -0.12
O 9.597 -27.226 8.616 -0.29
O 9.037 -29.101 10.258 -0.31
H 5.228 -27.867 6.809 0.08
H 6.173 -26.482 6.529 0.10
H 6.067 -27.088 8.103 0.06
H 7.127 -28.849 6.056 0.12
H 8.240 -27.627 6.598 0.11
H 10.269 -29.433 6.968 0.08
H 10.120 -30.665 8.234 0.08
H 11.324 -29.269 8.330 0.05
C 14.727 -27.393 19.784 -0.05
C 13.450 -26.814 19.092 -0.25
O 13.801 -26.725 17.690 -0.29
S 12.717 -27.548 16.706 0.67
C 11.208 -26.482 16.849 -0.09
O 13.278 -27.325 15.399 -0.30
O 12.449 -28.905 17.201 -0.29
H 15.686 -26.938 19.533 0.08
H 14.802 -28.477 19.694 0.08
H 14.509 -27.186 20.831 0.07
H 12.475 -27.302 19.083 0.10
H 13.443 -25.788 19.460 0.12
H 10.319 -26.763 16.284 0.08
H 11.554 -25.489 16.561 0.07
H 10.965 -26.312 17.898 0.06
C 6.415 -26.903 11.146 -0.08
C 4.903 -26.869 11.347 -0.25
O 4.352 -27.287 10.065 -0.29
S 2.701 -26.919 9.932 0.69
C 2.105 -28.660 9.818 -0.11
O 2.233 -26.236 11.129 -0.29
O 2.467 -26.414 8.582 -0.31
H 6.783 -27.810 10.667 0.05
H 7.100 -26.657 11.958 0.08
H 6.784 -26.217 10.383 0.08
H 4.610 -27.591 12.109 0.12
H 4.659 -25.826 11.549 0.12
H 2.342 -29.219 10.723 0.06
H 2.449 -29.105 8.885 0.07
H 1.016 -28.640 9.774 0.06
C 21.646 -27.192 16.712 -0.03
C 20.347 -26.285 16.589 -0.29
O 19.793 -26.624 15.358 -0.28
S 18.191 -26.386 15.180 0.70
C 17.433 -27.812 16.070 -0.06
O 17.899 -25.156 15.913 -0.30
O 17.785 -26.492 13.743 -0.32
H 22.356 -26.936 15.926 0.07
H 21.326 -28.229 16.611 0.07
H 22.106 -27.117 17.697 0.07
H 19.621 -26.299 17.402 0.11
H 20.589 -25.222 16.575 0.11
H 18.226 -28.365 16.574 0.07
H 16.896 -28.311 15.262 0.06
H 16.659 -27.328 16.665 0.06
```

structure (SMILES): CCOS(C)(=O)=O.CCOS(C)(=O)=O.CCOS(C)(=O)=O.CCOS(C)(=O)=O.CCOS(C)(=O)=O.CCOS(C)(=O)=O.CCOS(C)(=O)=O.CCOS(C)(=O)=O.CCOS(C)(=O)=O
M: 1117.45 g/mol
DFT total energy: -6686.8190 Ha
HOMO-LUMO gap: 10.570 eV
net charge: 0
spin multiplicity: 1

# 6
C25H55BrN3O3 | ωB97M-V/def2-TZVPD

Geometry as XYZ:
```
87
Properties=species:S:1:pos:R:3:lowdin_charge:R:1
O 0.931 0.152 0.082 -0.02
C 1.075 -1.174 -0.001 -0.95
O 0.816 -1.724 -1.092 -0.10
O 1.492 -1.861 0.922 -0.05
H 1.208 0.351 0.979 -0.06
C -4.749 1.044 -0.422 -0.10
C -4.326 2.448 -0.684 -0.26
C -2.907 2.664 -0.122 -0.07
N -2.244 4.098 -0.470 -0.21
C -3.285 5.231 -0.100 0.05
C -1.886 4.084 -1.985 -0.10
C -0.464 3.553 -2.185 -0.17
C 0.154 3.666 -0.811 -0.19
C -0.835 4.382 0.185 -0.06
H -4.295 0.606 0.467 0.08
H -4.674 0.384 -1.286 0.09
H -5.758 1.122 -0.016 0.08
H -4.896 3.235 -0.190 0.10
H -4.394 2.601 -1.761 0.11
H -2.185 1.898 -0.405 0.14
H -3.070 2.669 0.956 0.13
H -3.944 5.069 -0.953 0.09
H -2.766 6.187 -0.177 0.10
H -3.689 5.049 0.896 0.11
H -1.830 5.172 -1.981 0.12
H -2.634 3.863 -2.746 0.13
H 0.058 4.083 -2.982 0.12
H -0.598 2.511 -2.475 0.11
H 1.081 4.238 -0.763 0.11
H 0.411 2.705 -0.365 0.05
H -0.630 5.447 0.296 0.12
H -0.793 3.921 1.172 0.08
C -0.422 -5.407 4.820 -0.07
C -0.662 -4.743 3.412 -0.20
C -1.925 -5.315 2.727 -0.14
N -2.232 -4.788 1.331 -0.23
C -0.980 -4.664 0.430 0.06
C -2.937 -3.432 1.538 -0.09
C -3.839 -3.134 0.301 -0.14
C -4.340 -4.564 0.077 -0.16
C -3.292 -5.564 0.505 -0.09
H -0.363 -6.493 4.743 0.08
H -1.268 -5.069 5.419 0.07
H 0.423 -4.986 5.364 0.08
H 0.193 -5.001 2.788 0.11
H -0.770 -3.659 3.388 0.11
H -2.853 -5.247 3.296 0.13
H -1.680 -6.369 2.594 0.13
H -0.574 -5.669 0.320 0.11
H -0.324 -3.997 0.989 0.09
H -1.284 -4.365 -0.573 0.11
H -2.188 -2.640 1.556 0.14
H -3.634 -3.451 2.377 0.14
H -3.262 -2.668 -0.498 0.12
H -4.621 -2.418 0.553 0.11
H -4.365 -4.573 -1.013 0.12
H -5.342 -4.738 0.469 0.12
H -2.840 -5.998 -0.387 0.12
H -3.531 -6.473 1.056 0.13
C 5.385 0.752 2.030 -0.07
C 5.337 1.565 0.728 -0.25
C 5.049 0.610 -0.410 -0.14
N 4.526 1.246 -1.732 -0.22
C 5.738 2.078 -2.295 0.06
C 3.335 2.167 -1.311 -0.06
C 2.313 2.047 -2.510 -0.17
C 2.859 1.046 -3.484 -0.14
C 3.955 0.262 -2.713 -0.07
H 6.062 -0.102 2.046 0.08
H 4.333 0.475 2.103 0.06
H 5.739 1.459 2.780 0.08
H 6.292 2.048 0.520 0.10
H 4.570 2.340 0.733 0.08
H 4.235 -0.062 -0.138 0.13
H 5.867 -0.080 -0.613 0.14
H 6.490 1.298 -2.416 0.10
H 6.051 2.889 -1.639 0.10
H 5.414 2.327 -3.305 0.10
H 3.750 3.157 -1.124 0.12
H 2.783 1.886 -0.414 0.07
H 2.098 3.025 -2.940 0.10
H 1.347 1.636 -2.219 0.09
H 3.162 1.686 -4.314 0.11
H 2.069 0.422 -3.901 0.12
H 4.714 -0.249 -3.305 0.14
H 3.520 -0.528 -2.099 0.13
Br 1.546 2.347 2.375 -0.35
```

M: 525.64 g/mol
DFT total energy: -3949.1945 Ha
HOMO-LUMO gap: 6.726 eV
net charge: +1
spin multiplicity: 1

# 7
C3H9O2 | ωB97M-V/def2-TZVPD

Geometry as XYZ:
```
14
Properties=species:S:1:pos:R:3:lowdin_charge:R:1
C 0.220 -0.455 0.883 -0.47
O -1.081 -0.590 0.314 -0.35
C 0.150 -0.188 2.393 -0.13
H 0.681 0.397 0.377 0.07
H 0.833 -1.324 0.568 0.09
H 1.122 -0.145 2.813 0.03
H -0.395 -1.039 2.784 0.05
H -0.503 0.669 2.649 0.06
C -0.104 0.692 -2.374 -0.24
O -0.022 -0.629 -1.863 -0.23
H -0.459 1.420 -1.629 0.06
H 0.903 1.017 -2.673 0.05
H -0.762 0.760 -3.260 0.05
H -0.583 -0.585 -0.982 -0.05
```

M: 77.10 g/mol
DFT total energy: -270.1571 Ha
HOMO-LUMO gap: 7.531 eV
net charge: -1
spin multiplicity: 1

# 8
CHN2O3 | ωB97M-V/def2-TZVPD

Geometry as XYZ:
```
7
Properties=species:S:1:pos:R:3:lowdin_charge:R:1
O -2.051 -0.733 -0.459 0.00
C -1.142 0.029 -0.238 -0.55
O -1.246 1.549 0.162 -0.37
N 0.224 -0.435 -0.330 -0.09
N 1.249 0.329 0.251 -0.01
O 0.838 -0.862 0.883 -0.08
H 2.127 0.123 -0.269 0.10
```

structure (SMILES): O=C([O-])n1[nH]o1
M: 89.03 g/mol
DFT total energy: -373.7827 Ha
HOMO-LUMO gap: 7.915 eV
net charge: -1
spin multiplicity: 1

# 9
C5H14NOS | ωB97M-V/def2-TZVPD

Geometry as XYZ:
```
22
Properties=species:S:1:pos:R:3:lowdin_charge:R:1
C 0.179 -1.693 0.530 -0.03
C 2.268 -0.035 -0.355 -0.03
C 0.987 1.905 0.014 -0.02
C -3.351 -0.504 -0.804 -0.45
C 0.095 -0.239 0.681 -0.50
N 0.959 0.470 -0.328 -0.22
O 0.192 0.273 1.903 0.04
S -1.940 0.656 -0.436 0.71
H 0.136 -2.019 -0.522 0.11
H 1.133 -2.165 0.894 0.13
H -0.526 -2.171 1.145 0.09
H 2.762 0.692 -0.898 0.09
H 2.750 0.033 0.613 0.14
H 2.275 -1.014 -0.853 0.13
H -0.062 2.299 -0.085 0.07
H 1.375 2.026 0.980 0.09
H 1.659 2.531 -0.612 0.13
H -3.697 -0.227 -1.797 0.02
H -4.323 -0.522 -0.196 0.07
H -2.927 -1.528 -0.843 0.03
H 0.527 0.295 -1.329 0.21
H -0.474 0.935 2.299 0.20
```

M: 136.24 g/mol
DFT total energy: -726.7313 Ha
HOMO-LUMO gap (alpha / beta): 8.002 / 8.002 eV
net charge: +1
spin multiplicity: 1

# 10
H22O11 | ωB97M-V/def2-TZVPD

Geometry as XYZ:
```
33
Properties=species:S:1:pos:R:3:lowdin_charge:R:1
O -26.335 -24.280 -5.710 -0.04
H -26.713 -24.679 -6.501 0.04
H -26.243 -23.346 -5.930 0.07
O -27.612 -27.570 -6.049 -0.05
H -26.992 -28.191 -6.467 -0.01
H -27.523 -26.767 -6.568 0.02
O -23.867 -28.150 -5.054 -0.06
H -24.374 -28.614 -4.382 0.04
H -24.100 -27.213 -4.912 0.01
O -22.507 -28.110 -7.835 -0.06
H -22.432 -27.747 -6.937 0.03
H -22.894 -28.985 -7.713 0.06
O -25.677 -24.215 -9.748 -0.09
H -24.844 -23.725 -9.865 0.00
H -25.496 -24.824 -9.017 -0.02
O -21.990 -26.205 -9.803 -0.06
H -21.547 -26.584 -10.571 0.07
H -22.457 -26.953 -9.382 0.03
O -24.930 -25.763 -3.812 -0.07
H -25.569 -25.671 -3.099 0.05
H -25.332 -25.271 -4.562 0.00
O -21.058 -25.641 -7.029 -0.06
H -21.230 -25.671 -7.985 0.00
H -21.595 -24.907 -6.707 0.04
O -24.730 -26.001 -7.681 -0.04
H -23.998 -26.301 -8.222 0.01
H -24.902 -26.750 -7.091 0.03
O -25.998 -29.340 -7.659 -0.05
H -26.260 -29.999 -7.000 0.06
H -26.068 -29.801 -8.503 0.06
O -22.797 -23.451 -9.658 -0.07
H -22.407 -24.321 -9.893 0.01
H -22.648 -22.891 -10.429 0.05
```

structure (SMILES): O.O.O.O.O.O.O.O.O.O.O
M: 198.17 g/mol
DFT total energy: -840.8469 Ha
HOMO-LUMO gap: 10.479 eV
net charge: 0
spin multiplicity: 1

Q: spin multiplicity of number 10 (H22O11)?
A: 1